Record 1
{"formula": "C4H3N2O3", "method": "ωB97M-V with the def2-TZVPD basis set", "total_charge": 1, "de_lowest_kcal_mol": 89.2, "symbols": ["O", "O", "O", "N", "N", "C", "C", "C", "C", "H", "H", "H"], "xyz": [[1.282964, 0.116540, 1.522151], [-0.119687, 1.834360, 1.527593], [1.536910, -0.424826, -2.176118], [-2.517177, 1.437745, -1.110892], [0.146966, 0.835427, 0.975356], [-0.121596, -1.142089, -0.478347], [0.699434, -0.822074, -1.558895], [-0.535494, 0.242266, -0.016311], [-1.595411, 0.958098, -0.607403], [0.698361, -1.544493, 0.267034], [1.558100, 0.216910, 2.411041], [-1.033369, -1.707864, -0.755210]], "forces_ev_per_angstrom": [[-0.830, -1.771, -4.888], [-0.553, 1.429, 0.061], [-0.095, -0.096, -0.751], [0.552, -0.182, 0.172], [0.965, -0.873, 2.366], [-0.415, -0.194, 1.795], [1.661, 0.478, -0.848], [1.135, -0.115, 0.726], [-0.733, 0.126, -0.192], [-1.883, 0.101, -0.982], [-0.602, 1.440, 2.172], [0.798, -0.345, 0.370]]}

Record 2
{"formula": "C30H30N6", "method": "ωB97M-V with the def2-TZVPD basis set", "smiles": "c1ccncc1.c1ccncc1.c1ccncc1.c1ccncc1.c1ccncc1.c1ccncc1", "total_charge": 0, "de_lowest_kcal_mol": 52.5, "symbols": ["N", "N", "N", "N", "N", "N", "C", "C", "C", "C", "C", "C", "C", "C", "C", "C", "C", "C", "C", "C", "C", "C", "C", "C", "C", "C", "C", "C", "C", "C", "C", "C", "C", "C", "C", "C", "H", "H", "H", "H", "H", "H", "H", "H", "H", "H", "H", "H", "H", "H", "H", "H", "H", "H", "H", "H", "H", "H", "H", "H", "H", "H", "H", "H", "H", "H"], "xyz": [[3.479953, -3.913891, -0.463970], [-2.873087, 5.483961, 3.580072], [2.456365, 0.503062, -1.203152], [-3.258883, -3.509995, -3.205403], [0.841866, 3.781267, 4.321842], [1.281856, -3.672195, -4.403395], [-2.955560, 3.343708, 1.767023], [-1.864501, 5.261505, 2.705081], [0.869526, -4.141375, 0.532621], [1.774985, -0.542051, -0.609494], [-4.392910, -3.195596, -2.479816], [0.805509, -0.282555, 0.334043], [1.819917, -3.445671, 1.293185], [0.163924, -2.154284, -6.410556], [-1.793681, 4.171963, 1.802330], [-3.084689, -2.523731, -0.607216], [3.100746, -3.359991, 0.755860], [1.127756, -2.339372, -4.266060], [-3.985960, 3.559341, 2.662048], [-1.939440, -2.724766, -1.373744], [-2.062533, -3.235450, -2.655597], [0.535868, -1.567364, -5.221336], [1.683934, 4.255041, 3.341044], [1.142048, 4.000229, 5.581353], [2.512866, -4.592719, -1.154333], [2.245258, 4.822403, 5.975919], [0.434820, -3.522378, -6.640728], [2.777187, 5.102866, 3.651559], [1.004844, -4.232241, -5.599892], [2.167867, 1.765031, -0.828233], [1.169014, 2.101532, 0.146109], [0.493992, 1.044959, 0.741131], [3.065606, 5.399447, 4.983275], [-4.307518, -2.674165, -1.180627], [1.217396, -4.741595, -0.678045], [-3.920891, 4.639876, 3.546022], [-1.028492, 4.147098, 1.040575], [-4.891738, 2.971616, 2.638346], [-5.244921, -2.587422, -0.651323], [3.847105, 6.066783, 5.315428], [-2.904756, 2.485539, 1.113283], [1.204239, -5.293667, -5.595083], [-0.131086, -4.299751, 0.906900], [1.580172, -2.060863, -3.325767], [2.483394, 5.038863, 7.006859], [3.359294, 5.599219, 2.889196], [-1.207783, 6.118786, 2.691316], [-0.171403, 1.226192, 1.572280], [3.787835, -2.778711, 1.352876], [-4.761398, 4.869373, 4.184206], [-5.332794, -3.557940, -2.869359], [0.417699, -5.274858, -1.170515], [0.352076, -1.156467, 0.777975], [1.519685, -3.118331, 2.277621], [0.347151, -0.519870, -5.038233], [0.512025, 3.628410, 6.375850], [2.710003, 2.579813, -1.284972], [-1.156045, -3.377476, -3.225261], [1.988006, -1.552488, -0.925786], [-1.022054, -2.390781, -0.911967], [0.140507, -3.986753, -7.570314], [-3.029981, -2.171885, 0.412388], [2.680136, -5.043026, -2.121625], [0.901227, 3.132528, 0.324193], [1.506846, 3.994735, 2.307953], [-0.188403, -1.553470, -7.235958]], "forces_ev_per_angstrom": [[-1.567, 0.254, 1.065], [-0.329, -0.835, -0.658], [-0.487, -0.080, 0.664], [-1.191, 0.471, 0.803], [0.859, -0.378, -1.902], [0.420, 0.231, -1.018], [2.170, 0.260, 0.382], [-0.938, -0.214, -0.111], [0.526, -0.326, 0.092], [0.191, 2.720, -0.554], [2.719, -0.801, -0.001], [-0.035, 0.436, 0.482], [-0.527, -1.234, -1.175], [0.639, -1.119, -0.808], [-2.205, 1.104, 0.907], [0.689, 0.684, 0.056], [-0.349, -0.729, -1.352], [0.646, -2.350, 0.741], [-0.228, 0.477, 0.069], [-0.509, 0.408, 0.800], [-0.777, 0.500, 0.269], [-0.330, 0.899, -0.181], [0.459, 0.881, 2.260], [1.723, 1.830, 0.669], [0.207, 0.700, 1.178], [0.061, -0.222, -1.373], [-0.318, 1.033, 0.406], [-0.770, -0.356, 0.059], [-0.410, 0.335, 1.363], [-1.205, -1.072, 0.857], [0.606, -1.348, -1.170], [0.838, -0.651, -0.333], [-1.538, -0.936, 0.934], [-1.445, -1.270, -1.262], [-0.452, 0.839, 1.120], [1.066, 0.104, -0.654], [0.114, -0.292, 0.151], [0.041, -0.210, -0.014], [0.058, 0.334, 0.276], [0.183, 0.034, -0.347], [-0.473, -0.029, -0.216], [-0.084, -0.154, -0.513], [-0.151, 0.137, 0.101], [-0.444, 0.989, 0.106], [-0.270, -0.188, 0.159], [0.025, -0.303, -0.316], [0.742, -0.362, -0.112], [-0.342, -0.036, -0.106], [0.753, -0.170, -0.447], [0.028, -0.008, 0.244], [-0.069, 0.358, -0.344], [0.315, -0.137, -0.506], [-0.333, 0.170, 0.273], [0.396, 0.431, 0.022], [0.134, 0.121, -0.064], [-0.341, -0.287, -0.195], [0.235, -0.128, -0.278], [-0.135, -0.292, -0.385], [0.248, 0.034, -0.110], [0.445, -0.437, -0.356], [0.188, -0.055, -0.056], [0.219, 0.043, 0.116], [0.866, 0.199, -0.076], [0.214, 0.027, 0.190], [-0.377, -0.088, 0.076], [-0.397, 0.060, 0.100]]}

Record 3
{"formula": "C25H30ClN3O6S", "method": "ωB97M-V with the def2-TZVPD basis set", "total_charge": 0, "de_lowest_kcal_mol": 230.5, "symbols": ["Cl", "S", "O", "O", "O", "O", "O", "O", "N", "N", "N", "C", "C", "C", "C", "C", "C", "C", "C", "C", "C", "C", "C", "C", "C", "C", "C", "C", "C", "C", "C", "C", "C", "C", "C", "C", "H", "H", "H", "H", "H", "H", "H", "H", "H", "H", "H", "H", "H", "H", "H", "H", "H", "H", "H", "H", "H", "H", "H", "H", "H", "H", "H", "H", "H", "H"], "xyz": [[-0.319874, -1.765388, 2.153449], [-1.606660, -3.955566, 0.913400], [1.650789, 1.109375, -2.413620], [-0.911050, -9.465487, -2.761049], [-3.028470, -3.685766, 0.955935], [-2.311937, -8.430980, -4.108376], [-3.376363, 3.013439, -4.120260], [-0.967898, -4.657694, 2.010708], [-1.595135, -8.461166, -3.083975], [1.791071, 1.811440, 2.276466], [1.763108, 3.673133, 4.053276], [-1.529215, -7.320544, -2.220565], [2.003927, 1.315092, -1.253145], [-2.961090, 4.313371, -4.611005], [-2.207645, -5.083062, -1.573264], [1.114515, 4.142925, 2.803543], [-2.276232, -6.148926, -2.470460], [-2.150926, 0.536251, -1.751884], [-2.945217, 1.149662, -2.697358], [1.014009, 1.369309, 3.541235], [1.113036, 3.066500, 1.740436], [-1.666821, 3.224195, -2.401005], [-1.384920, -5.166449, -0.435072], [1.027265, 2.478729, 4.565652], [-1.052162, 1.214221, -1.156857], [3.172601, 3.280990, 3.762538], [-0.153715, 0.512803, -0.270066], [-0.885686, 2.588948, -1.459175], [1.852125, 0.642243, 1.240630], [-0.780367, -2.415351, 0.642452], [-0.615938, -6.326811, -0.209125], [1.162985, 0.881206, -0.064944], [3.219891, 2.158779, 2.752104], [-2.669450, 2.490348, -3.083237], [3.333470, 1.988015, -0.968620], [-0.695055, -7.400863, -1.091048], [1.524945, 0.472167, 3.911231], [-3.583224, 4.464945, -5.494167], [3.700086, 4.168463, 3.389589], [3.618219, 2.959988, 4.713501], [-3.772129, 0.652491, -3.201596], [1.658458, 5.030790, 2.456508], [3.765997, 2.308543, -1.922825], [1.385285, -0.212863, 1.757161], [1.536292, 2.154956, 5.483368], [-0.008569, -2.419148, -0.122541], [-1.894847, 4.315165, -4.875211], [-0.002790, 1.129194, 3.206769], [-0.115403, 3.166293, -0.949296], [-0.129180, -8.314034, -0.916917], [-2.341043, -0.504159, -1.480037], [3.799497, 2.434795, 1.862368], [-3.161117, 5.088035, -3.859502], [4.034153, 1.297276, -0.476734], [1.666180, 3.383552, 0.849689], [3.622599, 1.239167, 3.192655], [-1.482786, 4.273939, -2.647510], [3.212965, 2.883231, -0.341794], [0.086841, 4.432814, 3.054614], [0.004798, 2.798654, 4.802222], [2.917970, 0.398817, 1.114760], [-2.816390, -4.193711, -1.742969], [0.094317, 2.773958, 1.457820], [-0.559862, -0.342824, 0.255469], [0.022189, -6.415392, 0.670839], [-2.910413, -6.102024, -3.355182]], "forces_ev_per_angstrom": [[0.564, 0.330, 1.517], [0.931, 0.699, -0.028], [0.577, 0.268, 1.493], [-1.397, 1.947, -0.742], [0.056, -0.536, 0.050], [1.275, 0.230, 2.005], [0.428, 0.358, 0.259], [-0.450, -0.137, 0.515], [0.039, -2.597, -1.691], [0.274, 0.439, 0.799], [0.105, -0.413, -0.228], [0.119, 1.664, 1.281], [-1.110, 0.184, -0.498], [-0.371, -0.682, 0.233], [0.353, -0.223, 0.172], [0.334, 0.295, 1.255], [0.302, -0.626, -0.120], [0.280, 0.048, 0.222], [0.058, 1.106, -0.454], [0.231, -0.550, -1.269], [0.112, -0.910, -0.506], [-0.524, -0.139, -0.549], [-0.320, -0.200, -0.597], [0.523, 1.422, 0.215], [-0.399, 0.187, -0.852], [-1.006, 0.802, 0.779], [0.664, 0.688, 0.362], [0.111, -0.737, 0.187], [0.081, -1.015, 0.041], [-1.052, -1.098, -2.072], [-0.210, 0.380, -0.118], [0.058, 0.179, -1.008], [-0.549, -0.730, -0.916], [0.521, -0.107, 0.350], [0.363, 0.059, -0.352], [-0.247, 0.138, -0.395], [-0.288, 0.074, -0.282], [0.195, 0.129, 0.141], [-0.102, -0.218, 0.200], [-0.001, 0.213, -0.281], [0.247, -0.047, 0.185], [-0.196, -0.165, 0.121], [-0.061, -0.161, 0.229], [0.154, 0.374, -0.253], [-0.283, 0.117, -0.176], [0.230, -0.419, 0.319], [-0.278, -0.062, 0.015], [0.345, -0.212, -0.012], [-0.063, -0.199, -0.106], [-0.167, 0.304, -0.035], [0.144, 0.247, -0.002], [-0.205, -0.262, 0.172], [0.005, -0.124, -0.201], [-0.142, 0.236, -0.109], [-0.263, -0.248, 0.152], [-0.094, 0.122, -0.313], [-0.092, -0.471, 0.192], [0.037, -0.292, -0.064], [0.268, 0.039, -0.069], [0.295, -0.107, 0.080], [-0.359, 0.305, 0.169], [0.158, -0.289, 0.144], [0.378, 0.004, -0.086], [-0.417, 0.209, 0.466], [-0.338, 0.214, -0.202], [0.169, -0.032, 0.267]]}